1.
C4H6N2O2 | ωB97M-V/def2-TZVPD

Output
E_HOMO = -7.19 eV
SMILES string = NOC1=NC=C(O)C1
LUMO energy = 0.6550 eV
Relative energy (zero: lowest compared OMol25 entry of this formula, charge and spin) = 105.06 kcal/mol

Last column: Löwdin charge in e.
Element x y z (Å)
C 0.12 -0.73 -0.62  -0.03
C -0.11 -0.52 0.84  -0.37
C -0.91 0.30 -0.99  -0.33
N 2.13 -0.19 1.11  0.07
C -1.83 0.38 0.02  -0.12
O 0.88 -0.53 1.75  -0.04
O -0.78 0.99 -2.15  0.05
N -1.35 -0.24 1.17  0.11
H -1.41 1.71 -2.19  0.11
H 2.84 -0.65 1.68  0.09
H 2.23 0.82 1.24  0.10
H 1.11 -0.50 -0.99  0.11
H -0.16 -1.74 -0.92  0.15
H -2.77 0.91 0.06  0.10

***

2.
C3H4N4O4 | ωB97M-V/def2-TZVPD

Output
⟨S²⟩ = 2.01
E_HOMO (alpha / beta) = -8.94 / -10.51 eV
LUMO energy (alpha / beta) = 0.3194 / -4.0267 eV
Spin multiplicity = 3
Relative energy (zero: lowest compared OMol25 entry of this formula, charge and spin) = 32.06 kcal/mol

Last column: Mulliken spin population.
Element x y z (Å)
C 0.11 0.68 0.74  0.01
C -1.86 0.06 0.02  0.00
C -0.80 -0.83 -0.81  0.00
N -1.10 0.85 0.82  0.00
N 0.49 -0.49 -0.25  0.01
N 1.22 1.24 1.59  0.41
N 1.61 -0.64 -0.93  0.00
O 1.46 0.56 2.57  0.78
O 2.58 -0.09 -0.55  0.00
O 1.72 2.28 1.19  0.79
O 1.58 -1.37 -1.90  0.00
H -2.64 0.66 -0.60  0.00
H -2.30 -0.67 0.75  0.00
H -1.19 -1.95 -0.85  0.00
H -0.88 -0.29 -1.82  0.00

***

3.
C4H7N3 | ωB97M-V/def2-TZVPD

Output
E_HOMO = -6.89 eV
LUMO energy = -0.6336 eV
Relative energy (zero: lowest compared OMol25 entry of this formula, charge and spin) = 102.30 kcal/mol

Last column: Löwdin charge in e.
Element x y z (Å)
C -1.28 0.75 -0.58  -0.06
C -1.18 -0.93 1.07  -0.14
N -0.34 0.15 0.42  -0.23
C 1.02 -0.19 -0.16  -0.33
N 1.25 -1.38 -0.51  0.22
C 2.01 0.88 -0.23  -0.14
N 2.81 1.71 -0.30  0.18
H -0.82 1.55 -1.17  0.09
H -2.13 1.10 0.00  0.09
H -1.63 -0.07 -1.20  0.10
H -1.05 -1.78 0.39  -0.01
H -0.72 -1.17 2.03  -0.01
H -0.14 0.88 1.12  0.15
H 2.20 -1.51 -0.86  0.09

***

4.
C5H13NO | ωB97M-V/def2-TZVPD

Output
E_HOMO = -9.91 eV
SMILES string = CCC(N)=O.CC
LUMO energy = 0.8658 eV
Relative energy (zero: lowest compared OMol25 entry of this formula, charge and spin) = 13.59 kcal/mol

Last column: Löwdin charge in e.
Element x y z (Å)
C -0.25 1.58 0.72  -0.14
C 1.23 1.07 0.44  -0.07
C -1.27 0.50 0.95  -0.56
O -1.07 -0.65 0.61  0.05
N -2.42 0.87 1.58  0.15
H -0.10 2.34 1.48  0.10
H -0.66 1.98 -0.23  0.12
H 1.57 1.55 -0.48  0.07
H -3.23 0.32 1.35  0.10
H -2.53 1.82 1.90  0.09
H 1.24 0.02 0.18  0.03
H 1.87 1.28 1.27  0.07
C 0.98 -1.94 -2.12  -0.15
C 2.35 -1.35 -1.68  -0.17
H 0.32 -1.82 -1.26  0.04
H 0.65 -1.44 -3.04  0.06
H 1.08 -2.96 -2.48  0.05
H 2.29 -0.28 -1.61  0.02
H 3.10 -1.45 -2.50  0.06
H 2.73 -1.89 -0.81  0.07

***

5.
C2H8N4 | ωB97M-V/def2-TZVPD

Output
Net charge = +2
E_HOMO = -19.50 eV
SMILES string = [NH3+]NC1=N[C@H]1[NH3+]
LUMO energy = -8.1193 eV
Relative energy (zero: lowest compared OMol25 entry of this formula, charge and spin) = 95.81 kcal/mol

Last column: Löwdin charge in e.
Element x y z (Å)
C 0.11 0.14 0.22  -0.16
C 0.20 1.29 -0.65  -0.21
N 1.25 0.79 0.23  0.27
N -0.79 -0.67 1.02  0.05
N 0.46 1.24 -2.07  0.26
N -0.28 -1.48 2.10  0.26
H -0.37 2.17 -0.66  0.15
H -1.77 -1.03 0.70  0.23
H 1.09 0.55 -2.49  0.20
H 0.68 2.14 -2.46  0.18
H -0.39 1.04 -2.53  0.16
H -0.49 -2.47 1.87  0.21
H -0.75 -1.17 2.93  0.19
H 0.71 -1.22 2.06  0.19

***

6.
C35H44AsCl2N3OS3Si2Ti | ωB97M-V/def2-TZVPD

Output
⟨S²⟩ = 2.03
E_HOMO (alpha / beta) = -5.12 / -6.59 eV
LUMO energy (alpha / beta) = 0.3387 / 0.3283 eV
Spin multiplicity = 3
Relative energy (zero: lowest compared OMol25 entry of this formula, charge and spin) = 0.00 kcal/mol

Last column: Mulliken spin population.
Element x y z (Å)
Ti 0.05 -0.35 -0.19  1.08
Cl 0.26 1.96 1.04  0.00
C -0.93 3.03 0.31  0.00
C -1.18 4.21 0.99  0.00
C -2.10 5.10 0.46  0.00
C -2.74 4.79 -0.73  0.00
C -2.46 3.59 -1.37  0.00
Cl -3.31 3.27 -2.85  0.00
C -1.55 2.65 -0.88  0.03
S -1.23 1.15 -1.73  -0.02
H -0.66 4.42 1.91  0.00
H -2.31 6.03 0.97  0.00
H -3.46 5.46 -1.17  0.00
C 3.74 -1.27 3.78  0.00
N 2.31 -1.50 3.84  0.01
C 1.59 -1.75 4.98  -0.01
C 0.29 -1.82 4.63  0.02
N 0.22 -1.62 3.25  0.01
C 1.47 -1.39 2.78  0.02
S 2.03 -1.01 1.23  0.06
C -1.03 -1.62 2.55  0.26
C -2.09 -2.27 3.14  -0.15
C -3.38 -2.14 2.64  0.34
C -3.53 -1.27 1.54  -0.05
C -2.43 -0.73 0.94  0.17
N -1.12 -0.94 1.36  0.16
H 4.19 -1.72 4.67  0.00
H 3.96 -0.21 3.74  0.00
H 4.14 -1.74 2.88  0.00
H 2.06 -1.86 5.94  0.00
H -0.58 -1.96 5.23  0.00
H -1.92 -2.90 4.00  -0.01
H -4.21 -2.65 3.09  0.03
H -4.50 -1.05 1.13  0.00
H -2.54 -0.10 0.07  0.00
O 1.75 0.15 -1.33  -0.01
S 2.27 -0.66 -2.52  -0.01
C 4.04 -0.25 -2.59  0.00
C 4.66 -0.16 -1.23  0.00
C 5.33 -1.25 -0.69  0.00
C 5.94 -1.14 0.55  0.00
C 5.87 0.06 1.26  0.00
C 5.18 1.14 0.72  0.00
C 4.58 1.03 -0.52  0.00
C 1.60 0.20 -3.97  0.01
C 2.05 1.62 -4.15  0.00
C 2.92 1.95 -5.18  0.00
C 3.36 3.26 -5.33  0.00
C 2.93 4.24 -4.45  0.00
C 2.05 3.91 -3.42  0.00
C 1.61 2.61 -3.27  0.00
H 4.17 0.67 -3.14  0.00
H 4.48 -1.07 -3.17  0.00
H 5.38 -2.18 -1.23  0.00
H 6.48 -1.98 0.97  0.00
H 6.36 0.15 2.22  0.00
H 5.12 2.07 1.27  0.00
H 4.04 1.87 -0.94  0.00
H 0.52 0.13 -3.79  0.00
H 1.85 -0.43 -4.82  0.00
H 3.25 1.19 -5.87  0.00
H 4.03 3.51 -6.14  0.00
H 3.27 5.26 -4.56  0.00
H 1.70 4.67 -2.74  0.00
H 0.91 2.34 -2.48  -0.01
C -3.87 -1.40 -2.40  0.01
Si -2.73 -2.87 -2.13  0.00
C -3.42 -3.94 -0.75  -0.03
C -2.78 -3.88 -3.72  0.00
As -0.50 -2.23 -1.83  0.02
Si 0.45 -4.17 -0.98  0.03
C 0.12 -5.67 -2.08  0.00
C 2.32 -3.95 -0.97  0.00
C -0.10 -4.57 0.78  0.00
H -4.71 -1.73 -3.00  0.00
H -3.37 -0.58 -2.92  0.00
H -4.26 -0.99 -1.47  0.00
H -4.43 -4.24 -1.02  0.00
H -3.45 -3.42 0.21  0.02
H -2.83 -4.85 -0.61  0.00
H -3.78 -4.26 -3.90  0.00
H -2.09 -4.72 -3.69  0.00
H -2.50 -3.25 -4.57  0.00
H 0.32 -5.43 -3.12  0.00
H -0.91 -6.03 -2.01  0.00
H 0.77 -6.49 -1.78  0.00
H 2.72 -3.98 -1.99  0.00
H 2.79 -4.76 -0.41  0.00
H 2.62 -3.01 -0.51  0.01
H -1.08 -4.16 1.01  0.01
H 0.61 -4.15 1.50  0.00
H -0.14 -5.65 0.94  0.00

***

7.
C3H2ClFO | ωB97M-V/def2-TZVPD

Output
E_HOMO = -10.03 eV
SMILES string = O=C/C(F)=C\Cl
LUMO energy = -0.4855 eV
Relative energy (zero: lowest compared OMol25 entry of this formula, charge and spin) = 25.98 kcal/mol

Last column: Löwdin charge in e.
Element x y z (Å)
C 0.09 -1.15 -0.54  -0.48
C 0.61 0.04 -0.02  -0.36
C -0.31 1.19 0.34  -0.19
H 0.72 -2.17 -0.46  0.13
H -1.46 0.91 0.42  0.13
O 0.13 2.24 0.85  0.03
F 1.74 0.23 0.60  0.11
Cl -1.51 -1.30 -1.19  0.62

***

8.
CHFKLiO2 | ωB97M-V/def2-TZVPD

Output
E_HOMO = -8.75 eV
LUMO energy = -0.9581 eV
Relative energy (zero: lowest compared OMol25 entry of this formula, charge and spin) = 0.00 kcal/mol

Last column: Löwdin charge in e.
Element x y z (Å)
F -3.27 -0.06 0.53  -0.81
C 1.74 -0.49 -1.45  -0.12
H 1.98 -1.08 -2.36  0.03
O 0.16 -0.29 0.13  -0.47
O 0.60 -0.87 -1.10  -0.24
K 2.16 1.42 0.47  0.91
Li -1.66 -0.70 0.42  0.69

***

9.
C7H13NO | ωB97M-V/def2-TZVPD

Output
E_HOMO = -8.40 eV
SMILES string = C=C(NC)C(C)(C)C=O
LUMO energy = 0.7574 eV
Relative energy (zero: lowest compared OMol25 entry of this formula, charge and spin) = 34.23 kcal/mol

Last column: Löwdin charge in e.
Element x y z (Å)
C -0.75 0.53 -0.03  -0.46
C -1.42 -0.55 0.83  -0.04
C -0.64 1.84 0.76  -0.04
C 1.96 -1.83 0.45  -0.10
N 1.51 -0.45 0.48  -0.06
C 0.65 0.08 -0.49  -0.34
C -1.70 0.73 -1.22  -0.21
C 1.11 0.22 -1.75  0.07
O -2.49 1.66 -1.35  0.05
H 1.24 -0.18 1.42  0.11
H -1.70 -0.09 -1.96  0.13
H -0.90 -0.71 1.78  0.08
H -1.46 -1.51 0.30  0.09
H -2.46 -0.28 1.07  0.09
H -0.13 2.62 0.18  0.10
H -0.07 1.71 1.69  0.08
H -1.63 2.23 1.04  0.09
H 1.29 -2.45 1.05  0.07
H 1.98 -2.24 -0.57  0.08
H 2.96 -1.90 0.87  0.08
H 2.12 -0.08 -2.01  0.07
H 0.53 0.67 -2.55  0.06

***

10.
C19H28Cl33N2O5S2 | ωB97M-V/def2-TZVPD

Output
Net charge = -1
E_HOMO = -7.03 eV
LUMO energy = 1.6370 eV

Last column: Löwdin charge in e.
Element x y z (Å)
C 5.13 -0.50 0.07  -0.16
C 4.16 0.07 -0.98  -0.28
S 3.44 1.55 -0.31  0.53
O 4.54 2.45 -0.04  -0.37
O 2.71 1.12 0.87  -0.36
N 2.55 2.25 -1.44  -0.32
S 1.23 1.56 -1.99  0.50
O 1.05 1.95 -3.37  -0.35
O 1.14 0.11 -1.76  -0.35
C -0.15 2.26 -1.14  -0.26
C -0.17 1.94 0.36  -0.24
C -1.59 1.60 0.86  -0.21
C -2.21 0.45 0.07  -0.22
N -1.26 -0.68 0.03  0.04
C -1.84 -1.82 -0.62  -0.49
C -2.25 -1.66 -2.08  -0.01
O -1.97 -2.86 -0.02  0.07
H 4.72 -0.33 1.07  0.01
H 6.12 -0.07 -0.01  0.02
H 5.19 -1.58 -0.06  0.07
H 4.69 0.30 -1.90  0.10
H 3.38 -0.66 -1.18  0.08
H -0.09 3.33 -1.30  0.01
H -1.02 1.89 -1.68  0.09
H 0.20 2.82 0.88  0.04
H 0.45 1.09 0.60  0.07
H -2.25 2.47 0.87  0.10
H -1.49 1.27 1.89  0.06
H -3.12 0.11 0.56  0.12
H -2.50 0.81 -0.93  0.10
H -0.47 -0.42 -0.56  0.08
H -1.79 -2.46 -2.65  0.08
H -3.34 -1.72 -2.14  0.07
H -1.90 -0.71 -2.47  0.06
C -5.07 -4.66 0.31  -1.54
Cl -5.32 -4.49 2.05  0.51
Cl -5.93 -6.08 -0.30  0.48
Cl -5.56 -3.20 -0.55  0.55
H -4.01 -4.80 0.13  0.01
C 0.23 6.65 -1.08  -1.55
Cl 0.63 7.87 -2.29  0.52
Cl -1.43 6.08 -1.30  0.52
Cl 1.36 5.31 -1.12  0.61
H 0.29 7.12 -0.11  0.00
C -0.42 0.31 -5.95  -1.53
Cl 0.29 0.56 -7.55  0.53
Cl -1.71 1.47 -5.66  0.54
Cl -1.01 -1.35 -5.78  0.53
H 0.34 0.48 -5.19  -0.01
C 7.52 -2.06 3.02  -1.54
Cl 8.32 -1.80 1.47  0.53
Cl 6.18 -0.94 3.25  0.55
Cl 6.97 -3.74 3.15  0.52
H 8.24 -1.89 3.80  0.01
C -1.20 3.99 -8.72  -1.57
Cl -2.73 4.71 -8.21  0.51
Cl -1.31 3.38 -10.38  0.51
Cl 0.11 5.15 -8.57  0.53
H -0.99 3.15 -8.07  -0.06
C -5.06 -9.63 -2.24  -1.55
Cl -6.61 -8.91 -1.80  0.50
Cl -5.08 -10.15 -3.93  0.52
Cl -3.72 -8.53 -1.95  0.53
H -4.91 -10.50 -1.63  0.01
C -1.03 4.56 4.01  -1.53
Cl -0.46 4.80 2.36  0.58
Cl -2.09 5.87 4.53  0.53
Cl -1.82 3.00 4.15  0.51
H -0.16 4.56 4.66  0.01
C 6.93 3.92 -0.70  -1.55
Cl 7.23 4.95 0.70  0.51
Cl 7.56 4.67 -2.18  0.50
Cl 7.63 2.32 -0.46  0.55
H 5.86 3.78 -0.80  -0.03
C -4.19 -8.02 4.42  -1.56
Cl -2.61 -7.37 4.84  0.53
Cl -5.44 -7.39 5.51  0.52
Cl -4.60 -7.66 2.74  0.51
H -4.16 -9.09 4.54  0.01
C 2.04 0.11 3.68  -1.52
Cl 3.61 0.76 4.16  0.52
Cl 1.70 -1.39 4.54  0.52
Cl 0.75 1.28 3.97  0.53
H 2.08 -0.10 2.61  -0.01
C -3.69 1.30 7.73  -1.56
Cl -5.10 2.04 8.49  0.51
Cl -4.01 0.92 6.04  0.52
Cl -2.28 2.35 7.89  0.52
H -3.47 0.38 8.25  0.01

***

11.
C3H6O3 | ωB97M-V/def2-TZVPD

Output
E_HOMO = -10.30 eV
SMILES string = O[C@@H]1CO[C@@H]1O
LUMO energy = 0.8266 eV
Relative energy (zero: lowest compared OMol25 entry of this formula, charge and spin) = 42.39 kcal/mol

Last column: Löwdin charge in e.
Element x y z (Å)
O -1.04 0.73 0.78  -0.04
C -1.15 -0.63 0.29  -0.10
C 0.36 -0.70 0.04  -0.28
O 0.66 -0.79 -1.33  -0.01
C 0.36 0.76 0.58  -0.37
O 0.78 1.72 -0.32  0.03
H 0.18 1.67 -1.08  0.11
H -1.73 -0.68 -0.64  0.13
H -1.56 -1.31 1.04  0.12
H 0.91 -1.43 0.63  0.15
H 1.51 -0.34 -1.46  0.10
H 0.92 0.94 1.50  0.16

***

12.
C20H40FeO20Rb | ωB97M-V/def2-TZVPD

Output
Net charge = +1
⟨S²⟩ = 6.01
E_HOMO (alpha / beta) = -11.33 / -11.20 eV
LUMO energy (alpha / beta) = -3.9265 / -3.9122 eV
Spin multiplicity = 5

Last column: Mulliken spin population.
Element x y z (Å)
Fe 2.05 -1.98 -2.32  3.76
Rb -2.78 -1.66 -3.02  0.00
O 0.09 -1.02 -2.62  0.07
C -0.04 0.06 -1.68  0.00
C 0.90 -0.18 -0.34  0.00
O 1.99 -1.14 -0.37  0.14
H -1.07 0.05 -1.35  0.01
H 0.13 0.94 -2.31  0.00
H 0.23 -0.56 0.43  -0.02
H 1.29 0.78 0.00  0.01
C 2.95 3.05 -7.65  0.00
O 2.60 3.63 -6.47  0.00
C 1.88 2.96 -5.56  0.00
O 1.40 1.82 -5.72  0.00
O 1.72 3.73 -4.52  0.00
C 0.79 3.32 -3.52  0.00
H 3.37 3.83 -8.29  0.00
H 2.11 2.67 -8.22  0.00
H 3.67 2.23 -7.63  0.00
H 1.10 2.29 -3.36  0.00
H -0.23 3.14 -3.86  0.00
H 0.90 3.75 -2.53  0.00
C -0.08 -3.88 0.28  -0.01
O -0.28 -3.84 1.76  0.00
C 0.20 -4.89 2.56  0.00
O 0.73 -5.91 2.12  0.00
O 0.07 -4.44 3.84  0.00
C 0.54 -5.26 4.92  0.00
H -0.90 -4.47 -0.15  0.00
H 0.87 -4.36 0.03  0.00
H 0.06 -2.87 -0.10  0.01
H 0.07 -6.24 4.94  0.00
H 0.44 -4.84 5.92  0.00
H 1.61 -5.39 4.74  0.00
C 4.08 1.44 -1.39  0.00
O 4.55 1.26 -2.71  0.00
C 3.98 0.45 -3.57  0.00
O 3.00 -0.24 -3.31  0.02
O 4.61 0.68 -4.80  0.00
C 4.24 0.03 -5.93  0.00
H 4.66 2.14 -0.78  0.00
H 4.21 0.53 -0.79  0.00
H 3.05 1.80 -1.42  0.00
H 3.43 0.53 -6.46  0.00
H 3.85 -0.99 -5.86  0.00
H 5.05 0.08 -6.66  0.00
C 1.94 -0.32 3.10  0.00
O 2.13 -0.28 4.56  0.00
C 1.10 0.01 5.30  0.00
O 0.00 0.35 4.99  0.00
O 1.51 -0.21 6.54  0.00
C 0.56 0.23 7.54  0.00
H 2.89 -0.54 2.62  0.00
H 1.58 0.68 2.84  0.00
H 1.20 -1.07 2.83  0.00
H -0.33 -0.40 7.50  0.00
H 0.18 1.25 7.54  0.00
H 1.03 0.21 8.52  0.00
C -5.27 2.31 3.09  0.00
O -4.55 2.16 1.88  0.00
C -3.36 2.60 1.67  0.00
O -2.67 3.29 2.43  0.00
O -3.07 2.37 0.42  0.00
C -1.82 2.82 -0.16  0.00
H -6.11 1.62 3.09  0.00
H -5.65 3.31 3.27  0.00
H -4.63 2.19 3.97  0.00
H -1.91 2.67 -1.24  0.00
H -0.97 2.21 0.14  0.00
H -1.76 3.88 0.10  0.00
C -2.03 -0.42 1.86  0.00
O -3.44 -0.53 1.85  0.00
C -4.07 -1.01 0.75  0.00
O -3.72 -0.90 -0.46  0.00
O -5.19 -1.71 1.17  0.00
C -6.19 -2.15 0.25  0.00
H -1.77 0.36 1.15  0.00
H -1.53 -1.37 1.67  0.00
H -1.66 0.00 2.80  0.00
H -6.54 -1.24 -0.25  0.00
H -7.05 -2.44 0.85  0.00
H -5.91 -2.95 -0.43  0.00

***

13.
C38H34BrInN4O5Te | ωB97M-V/def2-TZVPD

Output
E_HOMO = -7.41 eV
LUMO energy = -0.0308 eV

Last column: Löwdin charge in e.
Element x y z (Å)
In -2.48 -0.05 -1.78  0.93
C -1.31 3.70 1.01  -0.07
O -2.70 3.96 0.96  -0.07
C -3.58 2.95 1.25  -0.21
C -4.72 3.32 1.92  0.00
C -5.70 2.39 2.27  -0.10
C -5.49 1.07 1.95  -0.06
C -4.34 0.65 1.27  -0.15
C -4.25 -0.77 1.01  -0.11
N -3.20 -1.43 0.69  -0.21
N -3.39 -2.78 0.48  0.08
C -2.29 -3.45 0.59  -0.43
O -1.10 -2.98 0.92  -0.37
C -2.34 -4.91 0.30  -0.14
C -1.20 -5.59 -0.10  -0.02
C -1.25 -6.95 -0.36  -0.08
C -2.44 -7.65 -0.21  -0.09
C -3.59 -6.97 0.20  -0.08
C -3.54 -5.61 0.45  -0.03
C -3.36 1.60 0.83  -0.32
O -2.35 1.30 0.07  -0.40
H -0.84 4.63 1.35  0.09
H -0.92 3.44 0.02  0.07
H -1.07 2.90 1.71  0.08
H -4.84 4.37 2.16  0.12
H -6.59 2.70 2.79  0.10
H -6.22 0.32 2.23  0.11
H -5.16 -1.35 1.14  0.13
H -0.27 -5.05 -0.21  0.08
H -0.35 -7.47 -0.68  0.10
H -2.48 -8.71 -0.40  0.10
H -4.52 -7.51 0.32  0.10
H -4.42 -5.07 0.77  0.11
C -0.06 -2.43 -3.34  -0.06
O -0.05 -1.07 -2.92  -0.23
C 1.03 -0.32 -3.23  -0.21
C 2.13 -0.79 -3.92  -0.05
C 3.17 0.09 -4.20  -0.67
Br 4.65 -0.55 -5.20  0.75
C 3.15 1.40 -3.79  -0.07
C 2.04 1.86 -3.07  -0.08
C 0.97 1.02 -2.81  -0.17
O -0.18 1.42 -2.18  -0.04
C 2.02 3.27 -2.63  -0.28
N 2.23 4.29 -3.40  0.19
C 2.13 5.40 -2.57  -0.22
C 2.26 6.76 -2.87  -0.01
C 2.11 7.67 -1.85  -0.09
C 1.84 7.25 -0.53  -0.09
C 1.71 5.91 -0.21  -0.03
C 1.85 5.00 -1.26  -0.19
N 1.76 3.62 -1.33  0.16
H -0.01 -2.50 -4.43  0.11
H -1.00 -2.85 -2.99  0.09
H 0.77 -2.98 -2.90  0.10
H 2.19 -1.81 -4.24  0.10
H 3.96 2.07 -4.00  0.12
H -0.14 2.36 -1.96  0.10
H 2.46 7.07 -3.89  0.11
H 2.19 8.73 -2.05  0.10
H 1.73 7.99 0.25  0.10
H 1.51 5.59 0.80  0.10
H 1.71 2.99 -0.55  0.16
C 4.93 -1.91 4.07  -0.05
C 3.67 -1.70 3.26  -0.27
C 2.90 -0.56 3.41  -0.02
C 1.71 -0.38 2.71  -0.32
C 0.95 0.92 2.90  -0.11
C 1.28 -1.37 1.81  -0.37
Te -0.70 -0.98 1.00  1.60
C 2.09 -2.49 1.59  -0.28
C 1.79 -3.53 0.54  -0.07
C 3.26 -2.64 2.33  -0.02
H 5.11 -1.07 4.74  0.07
H 5.80 -2.03 3.42  0.08
H 4.85 -2.82 4.68  0.08
H 3.22 0.22 4.10  0.11
H 1.46 1.57 3.61  0.08
H -0.06 0.74 3.27  0.05
H 0.87 1.47 1.95  0.06
H 1.14 -3.13 -0.23  0.04
H 1.29 -4.39 0.98  0.08
H 2.72 -3.87 0.08  0.08
H 3.87 -3.52 2.16  0.12